(1)
The following is a quantum chemistry calculation of a 4-piece molecular cluster, C28H67FN3O5P2S overall at a distorted geometry, from the OMol25 dataset.

Each line ends with the Mulliken charge.
Element x y z (Å)
C: 1.8008 -1.9150 0.2654  -0.64
C: 0.6766 -2.2776 1.4498  0.07
O: -0.3197 -1.1963 1.3894  -0.33
P: -1.4860 -1.3449 2.7198  0.75
O: -0.8207 -0.4938 3.9184  -0.61
C: -3.1637 -0.5089 2.3649  -0.67
C: -3.8160 -0.8252 0.8972  -0.53
C: -2.8623 -0.3316 -0.3817  -0.59
C: -2.3008 -1.7300 -1.1078  1.21
F: -1.2028 -1.4194 -2.0962  -0.36
C: -3.4720 -2.5728 -1.8885  -0.26
C: -2.8271 -4.0538 -2.3068  -0.81
P: -3.8766 0.7145 -1.6351  0.53
O: -5.3883 0.0010 -2.1203  -0.54
O: -4.2404 2.2925 -0.9043  -0.60
S: -2.8353 1.1588 -3.2651  -0.44
O: -1.6030 -2.9831 3.3399  -0.39
C: -2.3841 -3.8525 2.4484  0.33
C: -1.5747 -5.2496 2.0113  -0.92
H: 2.7156 -2.6493 0.2751  0.34
H: 2.1176 -0.7690 0.3700  0.04
H: 1.1797 -1.9612 -0.7509  0.10
H: 1.1665 -2.4309 2.5068  0.37
H: 0.1814 -3.2865 1.0961  -0.10
H: -3.9312 -0.9332 3.1743  0.35
H: -3.0731 0.6507 2.6199  0.32
H: -4.7910 -0.1410 0.8164  0.46
H: -4.2134 -1.9327 0.7620  0.14
H: -1.8149 -2.4657 -0.3298  -0.66
H: -3.8713 -2.0440 -2.8690  0.25
H: -4.4149 -2.8105 -1.2273  0.24
H: -3.7150 -4.8394 -2.3756  0.33
H: -2.3421 -3.9615 -3.3686  0.16
H: -2.0825 -4.4736 -1.4965  0.11
H: -5.6132 0.4012 -3.0322  0.32
H: -4.3137 2.9801 -1.6565  0.32
H: -3.3586 -4.2279 3.0261  0.27
H: -2.7182 -3.3640 1.4392  -0.24
H: -2.3217 -6.1661 1.8638  0.29
H: -0.6818 -5.4944 2.7283  0.26
H: -1.0919 -5.0856 0.9316  0.14
C: -0.5449 4.9961 7.2765  -1.42
C: -1.1909 3.7231 6.7382  -0.30
N: -0.8772 2.5236 7.5177  0.12
C: -1.2532 1.2772 6.8419  -0.70
C: -2.7371 1.0343 6.5863  -0.89
C: -1.1925 2.5758 8.9462  -0.70
C: -2.6382 2.8607 9.3427  -0.95
H: 0.5405 4.8812 7.3716  0.32
H: -0.7338 5.8283 6.5895  0.43
H: -0.9526 5.2812 8.2513  0.29
H: -0.8184 3.5882 5.7153  0.44
H: -2.2725 3.8820 6.6574  0.24
H: -0.8469 0.4241 7.3997  0.26
H: -0.7352 1.2473 5.8743  0.42
H: -3.2651 0.7585 7.5012  0.26
H: -2.8558 0.1972 5.8886  0.30
H: -3.2329 1.9006 6.1406  0.24
H: -0.5584 3.3412 9.4090  0.40
H: -0.8743 1.6412 9.4271  0.33
H: -3.0780 3.6816 8.7704  0.24
H: -2.6788 3.1462 10.3999  0.37
H: -3.2702 1.9785 9.2291  0.27
C: 8.7384 0.9536 -0.9621  -1.40
C: 7.2705 0.9968 -1.3756  -0.34
N: 6.4235 0.0427 -0.6566  0.09
C: 5.0924 -0.1157 -1.2522  -0.43
C: 4.1694 1.0985 -1.2474  -1.04
C: 6.4446 0.1272 0.8046  -0.67
C: 6.0604 1.4588 1.4429  -0.94
H: 9.1476 -0.0585 -1.0548  0.32
H: 9.3269 1.6125 -1.6099  0.43
H: 8.8839 1.2961 0.0672  0.29
H: 7.2372 0.7629 -2.4468  0.43
H: 6.9031 2.0242 -1.2697  0.27
H: 4.5751 -0.9542 -0.7690  0.19
H: 5.2238 -0.4351 -2.2944  0.35
H: 3.7592 1.2906 -0.2541  0.15
H: 3.3167 0.9124 -1.9106  0.41
H: 4.6664 2.0042 -1.6048  0.35
H: 7.4528 -0.1333 1.1480  0.36
H: 5.8082 -0.6614 1.2276  0.32
H: 6.5325 2.3134 0.9513  0.24
H: 6.3831 1.4700 2.4901  0.38
H: 4.9797 1.6102 1.4436  0.26
C: -0.9083 -1.7598 -6.0398  -1.21
C: -0.0623 -0.9556 -7.0222  -0.35
N: -0.8136 -0.4418 -8.1695  0.07
C: 0.0445 0.0723 -9.2423  -0.70
C: 0.9039 1.2937 -8.9329  -0.95
C: -1.9861 0.3795 -7.8638  -0.71
C: -1.7729 1.6320 -7.0189  -0.82
H: -1.4325 -2.5788 -6.5447  0.32
H: -0.2660 -2.1994 -5.2689  0.44
H: -1.6472 -1.1347 -5.5288  0.13
H: 0.7240 -1.6283 -7.3861  0.41
H: 0.4442 -0.1508 -6.4767  0.25
H: -0.5682 0.2868 -10.1270  0.34
H: 0.7132 -0.7389 -9.5589  0.40
H: 0.3092 2.2085 -8.8993  0.22
H: 1.6469 1.4290 -9.7274  0.40
H: 1.4506 1.1939 -7.9915  0.27
H: -2.7222 -0.2517 -7.3520  0.35
H: -2.4869 0.6672 -8.7978  0.34
H: -1.1309 1.4517 -6.1527  0.19
H: -2.7376 1.9856 -6.6377  0.35
H: -1.3466 2.4478 -7.6051  0.26

Cartesian forces (eV/Å) of the 3 atoms listed first:
C -1.5 0.8 0.1
C 1.3 -0.8 -1.4
O -1.9 -2.4 2.6

Summary:
- frontier orbital gap (eV) = 6.6
- F_max (eV/Å) = 7.1
- net charge = -1
- calculated total energy (Ha) = -2828.1511

=====

(2)
The following is a quantum chemistry calculation of C28H67N2O14S2 as an isolated structure at a distorted geometry, from the OMol25 dataset.

Each line ends with the Mulliken charge.
Element x y z (Å)
C: -0.3866 -3.2562 -1.2579  -1.33
C: 0.1759 -2.0724 -2.0520  0.13
C: -0.8935 -1.3951 -2.9204  -0.82
C: -1.5528 -0.1111 -2.3354  -0.86
C: -1.3651 0.1143 -0.8334  -0.77
C: -0.1925 1.0662 -0.5995  -0.35
C: 0.0826 1.2869 0.8691  -0.34
S: 1.4039 2.4907 1.1507  1.28
O: 1.9480 2.8275 -0.1496  -0.67
O: 0.7894 3.6397 1.7730  -0.84
N: 2.4801 1.9096 2.2183  -0.68
S: 3.3928 0.7006 1.6633  1.14
O: 2.6397 -0.5222 1.4823  -0.66
O: 4.4881 0.5427 2.5661  -0.72
O: 4.0605 1.1336 0.2667  -0.21
C: 3.7857 0.2605 -0.8302  0.31
C: 4.6659 0.7037 -2.0168  -0.98
N: 4.9248 2.1366 -1.9720  0.08
C: 6.1512 2.5086 -2.6469  -0.92
C: 6.5253 3.9506 -2.3464  0.14
C: 6.8006 4.1454 -0.8567  -0.97
O: 5.5226 4.8311 -2.8379  -0.63
H: -1.0979 -2.9658 -0.4928  0.30
H: -0.8819 -3.9147 -1.9639  0.28
H: 0.4609 -3.7718 -0.8132  0.38
H: 0.7397 -1.3874 -1.4299  -0.08
H: 0.8938 -2.5151 -2.7419  0.47
H: -1.6574 -2.1064 -3.2221  0.41
H: -0.4004 -1.0927 -3.8431  0.33
H: -2.6117 -0.1588 -2.5821  0.40
H: -1.1765 0.7508 -2.8775  0.44
H: -1.2890 -0.8046 -0.2617  0.28
H: -2.2497 0.6358 -0.4665  0.41
H: 0.6914 0.7036 -1.1074  0.15
H: -0.4469 2.0105 -1.0689  0.27
H: -0.8050 1.7493 1.2946  -0.11
H: 0.2621 0.3723 1.4241  0.46
H: 4.0424 -0.7603 -0.5713  0.52
H: 2.7444 0.3717 -1.1063  -0.40
H: 4.1391 0.4124 -2.9310  0.24
H: 5.6042 0.1645 -1.9582  0.51
H: 4.1460 2.6128 -2.4091  0.13
H: 6.0402 2.4099 -3.7380  0.33
H: 6.9796 1.8609 -2.3664  0.45
H: 7.4348 4.1713 -2.9019  0.40
H: 6.5654 5.1634 -0.5675  0.21
H: 6.2008 3.4459 -0.2815  0.19
H: 7.8468 3.9219 -0.6705  0.33
H: 4.7700 4.7866 -2.2254  0.36
C: -2.1919 -6.2776 -0.2553  -0.95
O: -3.0386 -5.1402 -0.2699  -0.16
C: -4.3548 -5.4414 -0.6999  -0.70
C: -5.3113 -5.5632 0.4663  -0.39
O: -4.9982 -6.6781 1.2919  -0.35
C: -4.2884 -6.3116 2.4646  -0.81
H: -1.2995 -6.0280 0.3160  0.26
H: -2.6777 -7.1385 0.2103  0.45
H: -1.8928 -6.5352 -1.2773  0.32
H: -4.3667 -6.3545 -1.3040  0.33
H: -4.6843 -4.6133 -1.3354  0.40
H: -6.3217 -5.7254 0.0745  0.25
H: -5.3207 -4.6403 1.0529  0.47
H: -4.9687 -5.8611 3.1954  0.31
H: -3.4770 -5.6147 2.2468  0.28
H: -3.8657 -7.2190 2.8939  0.27
C: 10.9750 8.5388 -1.2354  -0.68
O: 10.0675 9.6126 -1.0670  -0.38
C: 8.8226 9.3958 -1.7166  -0.53
C: 7.7523 8.9400 -0.7490  -0.50
O: 8.0405 7.6596 -0.2146  -0.23
C: 8.5883 7.7085 1.0905  -0.85
H: 11.7778 8.6657 -0.5103  0.25
H: 10.4962 7.5726 -1.0631  0.27
H: 11.4048 8.5574 -2.2433  0.32
H: 8.9317 8.6729 -2.5304  0.33
H: 8.5170 10.3521 -2.1530  0.37
H: 6.8049 8.8559 -1.2904  0.37
H: 7.6192 9.6736 0.0522  0.34
H: 7.8038 7.9211 1.8245  0.32
H: 9.3764 8.4611 1.1723  0.39
H: 9.0125 6.7296 1.3081  0.22
C: -9.6338 -10.6099 -0.0402  -0.71
O: -8.5840 -10.2879 0.8521  -0.38
C: -7.3989 -9.8640 0.1907  -0.74
C: -7.2508 -8.3588 0.2042  0.18
O: -8.2703 -7.7256 -0.5643  -0.41
C: -9.3183 -7.2014 0.2299  -0.73
H: -10.5552 -10.6683 0.5380  0.24
H: -9.7542 -9.8504 -0.8160  0.31
H: -9.4509 -11.5832 -0.5094  0.32
H: -7.3737 -10.2424 -0.8360  0.37
H: -6.5552 -10.3015 0.7327  0.36
H: -6.2958 -8.0975 -0.2529  0.02
H: -7.2455 -7.9786 1.2271  0.34
H: -9.0001 -6.2729 0.7174  0.31
H: -9.6473 -7.9140 0.9895  0.32
H: -10.1567 -6.9798 -0.4296  0.26
C: -4.3253 5.5196 3.0944  -0.68
O: -4.7512 4.4365 3.9017  -0.38
C: -5.0480 3.2686 3.1535  -0.60
C: -3.9133 2.2662 3.1938  -0.56
O: -2.7619 2.7574 2.5392  -0.22
C: -1.7659 3.2594 3.4309  -0.88
H: -3.8797 6.2665 3.7495  0.25
H: -3.5789 5.2088 2.3608  0.26
H: -5.1817 5.9692 2.5776  0.32
H: -5.2906 3.5241 2.1171  0.32
H: -5.9366 2.8149 3.6066  0.39
H: -4.2285 1.3621 2.6599  0.36
H: -3.6841 1.9860 4.2267  0.38
H: -1.2331 2.4279 3.9029  0.34
H: -2.2018 3.8988 4.2035  0.50
H: -1.0530 3.8375 2.8484  0.20

Cartesian forces (eV/Å) of the 3 atoms listed first:
C 0.6 0.5 -0.2
C -0.5 -0.8 -0.5
C 0.6 1.0 0.1

Summary:
- frontier orbital gap (eV) = 7.9
- F_max (eV/Å) = 1.9
- net charge = -1
- calculated total energy (Ha) = -3066.1406